{"formula": "C2H6FN3O", "method": "ωB97M-V with the def2-TZVPD basis set", "smiles": "N/N=C(/CF)NO", "symbols": ["N", "N", "C", "C", "F", "N", "O", "H", "H", "H", "H", "H", "H"], "positions_angstrom": [[2.040, -1.003, -0.696], [1.361, 0.130, -0.275], [0.141, 0.201, -0.047], [-0.402, 1.426, 0.355], [-1.792, 1.135, -0.110], [-0.864, -0.971, -0.200], [-1.759, -0.724, 0.973], [1.427, -1.774, -1.137], [2.820, -0.673, -1.165], [0.277, 2.207, -0.152], [-0.437, 1.680, 1.426], [-0.250, -1.629, 0.334], [-2.563, -0.006, 0.693]]}

{"formula": "C40H37F4NO8PS", "method": "ωB97M-V with the def2-TZVPD basis set", "charge": 1, "symbols": ["O", "C", "O", "C", "C", "C", "C", "C", "C", "C", "N", "F", "P", "O", "O", "S", "C", "C", "C", "C", "F", "F", "F", "H", "H", "H", "H", "H", "H", "H", "H", "H", "H", "H", "H", "H", "H", "H", "H", "H", "H", "H", "H", "H", "C", "C", "C", "C", "C", "C", "C", "O", "C", "C", "C", "C", "C", "C", "C", "O", "H", "H", "H", "H", "H", "H", "H", "H", "C", "C", "C", "C", "C", "C", "C", "O", "C", "C", "C", "C", "C", "C", "C", "O", "H", "H", "H", "H", "H", "H", "H", "H"], "positions_angstrom": [[-5.305, -0.595, -0.789], [-4.220, -0.958, -0.379], [-3.079, -0.870, -1.150], [-2.636, -2.154, -1.580], [-1.127, -2.287, -1.409], [-0.440, -1.783, -2.681], [1.081, -1.864, -2.623], [1.619, -0.914, -1.562], [1.846, -1.523, -0.150], [3.279, -1.208, 0.293], [3.999, -1.007, -1.010], [5.078, -0.162, -0.916], [4.670, -2.599, -1.738], [3.879, -2.901, -3.063], [4.403, -3.753, -0.687], [6.529, -2.420, -2.056], [2.992, -0.259, -1.819], [3.406, 0.255, -3.187], [3.117, 1.762, -3.243], [3.262, 2.310, -4.628], [4.486, 2.096, -5.135], [2.338, 1.768, -5.449], [3.044, 3.645, -4.615], [-4.045, -1.347, 0.629], [-2.889, -2.308, -2.621], [-3.143, -2.925, -1.010], [-0.826, -1.689, -0.559], [-0.925, -3.339, -1.251], [-0.827, -2.376, -3.497], [-0.751, -0.752, -2.809], [1.442, -1.634, -3.617], [1.322, -2.909, -2.418], [0.967, -0.053, -1.595], [1.239, -0.941, 0.532], [1.570, -2.561, -0.062], [3.335, -0.223, 0.735], [3.764, -1.872, 0.991], [2.941, -3.115, -2.937], [3.506, -3.781, -0.320], [2.893, 0.651, -1.236], [4.465, 0.128, -3.364], [2.830, -0.196, -3.980], [2.094, 1.916, -2.925], [3.746, 2.289, -2.541], [-6.958, 3.053, 0.468], [-6.606, 2.040, -0.419], [-7.525, 1.575, -1.342], [-8.805, 2.112, -1.375], [-9.165, 3.113, -0.470], [-8.235, 3.588, 0.443], [-10.547, 3.673, -0.459], [-10.857, 4.545, 0.323], [-11.536, 3.125, -1.429], [-12.843, 3.592, -1.401], [-13.771, 3.103, -2.303], [-13.395, 2.150, -3.244], [-12.096, 1.676, -3.274], [-11.163, 2.154, -2.362], [-9.777, 1.610, -2.388], [-9.447, 0.779, -3.208], [-6.235, 3.422, 1.183], [-5.617, 1.624, -0.390], [-7.253, 0.793, -2.035], [-8.515, 4.371, 1.134], [-13.130, 4.335, -0.670], [-14.790, 3.465, -2.276], [-14.121, 1.774, -3.952], [-11.801, 0.933, -4.000], [6.504, -2.163, 1.504], [6.553, -3.344, 2.240], [6.858, -3.307, 3.590], [7.123, -2.091, 4.208], [7.093, -0.910, 3.466], [6.774, -0.950, 2.116], [7.416, 0.403, 4.098], [7.376, 1.424, 3.444], [7.787, 0.417, 5.538], [8.145, 1.619, 6.134], [8.481, 1.650, 7.476], [8.454, 0.482, 8.231], [8.103, -0.720, 7.642], [7.777, -0.760, 6.293], [7.433, -2.067, 5.669], [7.405, -3.088, 6.318], [6.258, -2.188, 0.446], [6.356, -4.293, 1.757], [6.896, -4.219, 4.168], [6.745, -0.029, 1.548], [8.162, 2.525, 5.546], [8.764, 2.586, 7.937], [8.711, 0.511, 9.280], [8.085, -1.630, 8.224]]}

| no. | HOMO energy (eV) | orbital gap (eV) |
| --- | --- | --- |
| 1 | -9.10 | 10.00 |
| 2 | -10.75 | 7.24 |